Molecular formula: C38H67N3O22P
Method: DFT, the ωB97M-V functional and the def2-TZVPD basis

Total charge: +1
HOMO level in eV: -11.202
E_tot in a.u.: -3648.44777

Atoms and positions in Å:
C 2.414116 2.153294 3.594421
C 0.860732 1.826683 3.096003
O 0.154042 2.999925 2.555948
P -1.500911 3.083609 3.089167
O -1.446912 3.254148 4.690455
C -2.541519 1.516654 2.760663
C -1.910507 0.478156 1.660280
C -1.481215 -0.927874 2.385552
N -0.046509 -1.357212 2.152876
C 0.187514 -2.584683 3.015878
N 1.330753 -2.543862 3.824327
N -0.786756 -3.752858 3.026845
C -2.217893 -3.303003 3.268101
C -2.537257 -2.185000 2.065663
C -2.378335 -2.797276 0.552039
C -2.999425 -4.307900 0.351389
C -2.602520 -4.998244 -1.111021
C -0.959086 -5.200848 -1.288848
C -0.551186 -6.294568 -2.441976
C 0.368811 -7.510289 -1.782971
C 1.043334 -8.391092 -3.005577
C 2.655037 -8.076424 -3.015015
C 2.894273 -6.577470 -3.653482
O 2.358480 -6.498581 -5.047453
C 3.242854 -5.603080 -5.811979
O -2.406705 4.443789 2.490721
C -1.760479 5.091723 1.339738
C -1.075455 6.485419 1.885718
H 2.572826 1.928355 4.751479
H 3.142610 1.389979 3.035783
H 2.765552 3.221465 3.270497
H 0.281356 1.306821 4.000482
H 0.990292 1.070942 2.181023
H -3.585978 1.880063 2.310858
H -2.809334 1.028258 3.801743
H -1.020840 0.974466 1.056277
H -2.756257 0.233374 0.860493
H -1.582125 -0.756963 3.562784
H 0.170410 -1.524855 1.146184
H 1.291126 -1.948179 4.702549
H 2.197793 -3.083587 3.557982
H -0.567507 -4.430250 3.792142
H -3.013196 -4.160743 3.235177
H -2.278117 -2.804245 4.350646
H -3.667963 -1.814630 2.162192
H -1.267104 -2.836008 0.163261
H -2.959608 -2.102032 -0.225268
H -4.188981 -4.344399 0.415258
H -2.628911 -5.090028 1.166392
H -3.018886 -4.251596 -1.939566
H -3.174140 -6.031700 -1.165072
H -0.555902 -4.122650 -1.604068
H -0.453456 -5.410519 -0.228910
H -1.454643 -6.815836 -2.974921
H 0.034435 -5.700751 -3.289838
H -0.338260 -8.189247 -1.122942
H 1.277502 -7.063121 -1.160032
H 0.791170 -9.528436 -2.809520
H 0.545856 -8.086750 -4.020939
H 3.111480 -8.096720 -1.918540
H 3.245981 -8.862455 -3.653843
H 4.035080 -6.239787 -3.603853
H 2.284539 -5.818046 -2.991912
H 2.774551 -5.377202 -6.885732
H 4.292014 -6.165503 -5.901855
H 3.405127 -4.583729 -5.253270
H -1.047251 4.405938 0.715417
H -2.641775 5.404737 0.598721
H -0.099683 6.237819 2.515209
H -0.864412 7.191342 0.976599
H -1.858324 7.054472 2.580365
C -1.813352 5.215279 7.797885
C -2.087077 6.258128 6.763219
O -2.264418 7.435852 7.527176
C -1.610159 7.244029 8.709887
O -1.413267 8.117918 9.537678
O -1.204408 5.947624 8.844693
H -1.143851 4.431770 7.432480
H -2.730038 4.751912 8.177440
H -1.242303 6.402576 6.081465
H -2.983271 6.037429 6.176886
C 3.735525 -0.196640 -6.316833
C 3.028939 -1.148026 -7.227105
O 2.714774 -2.236692 -6.379625
C 2.686295 -1.751306 -5.103989
O 2.282748 -2.376965 -4.137871
O 3.167139 -0.474809 -5.050930
H 3.569176 0.847553 -6.595455
H 4.813153 -0.385238 -6.269586
H 2.098595 -0.731127 -7.627044
H 3.659196 -1.473495 -8.059273
C 2.547198 -9.694202 -7.264074
C 1.491874 -9.522128 -8.307949
O 1.951371 -8.412002 -9.055343
C 3.302857 -8.344087 -8.874985
O 4.046007 -7.611505 -9.506439
O 3.713923 -9.203224 -7.897036
H 2.676111 -10.739621 -6.970615
H 2.351756 -9.094576 -6.368901
H 1.415991 -10.389120 -8.972678
H 0.508323 -9.318496 -7.875723
C 5.671584 5.875531 1.927869
C 5.617973 5.593891 0.461310
O 5.587504 4.180491 0.402267
C 5.092187 3.743917 1.597141
O 4.771997 2.590204 1.829755
O 5.001108 4.766584 2.496768
H 5.168067 6.809758 2.191170
H 6.696939 5.903347 2.311221
H 4.709517 5.987165 -0.007031
H 6.489817 5.985653 -0.069792
C -6.141805 2.933719 -0.003057
C -5.136310 3.992511 -0.320754
O -5.620179 4.548959 -1.528375
C -6.960669 4.294586 -1.573523
O -7.726028 4.776835 -2.391660
O -7.332706 3.431423 -0.583569
H -6.266848 2.787740 1.073369
H -5.897520 1.972279 -0.466781
H -5.101164 4.777969 0.441558
H -4.131106 3.584291 -0.457069
C -0.997892 10.075209 3.712794
C -2.053215 10.247282 2.668919
O -1.593720 11.357409 1.921525
C -0.242233 11.425323 2.101883
O 0.500917 12.157905 1.470428
O 0.168834 10.566187 3.079831
H -0.868978 9.029789 4.006253
H -1.193334 10.674835 4.607967
H -2.129099 9.380291 2.004188
H -3.036767 10.450915 3.101145

Forces on atoms 1 to 6 (eV/Å):
0.2 -0.8 -0.3
1.6 -1.9 0.1
-3.1 -0.3 0.5
0.4 1.7 6.8
-0.4 -0.7 -5.8
-1.2 -0.3 -1.3

Atomic partial charges in e from the Löwdin method, atoms 1 to 99: -0.076, -0.277, -0.300, 0.780, -0.394, -0.212, -0.163, -0.284, 0.057, -0.119, 0.110, 0.105, -0.142, -0.209, -0.170, -0.225, -0.206, -0.219, -0.210, -0.214, -0.210, -0.177, -0.212, -0.276, -0.117, -0.284, -0.289, -0.091, 0.094, 0.081, 0.081, 0.122, 0.107, 0.107, 0.117, 0.124, 0.122, 0.146, 0.147, 0.157, 0.151, 0.148, 0.138, 0.147, 0.166, 0.097, 0.135, 0.126, 0.104, 0.124, 0.120, 0.107, 0.111, 0.119, 0.117, 0.117, 0.106, 0.113, 0.109, 0.121, 0.111, 0.136, 0.117, 0.120, 0.116, 0.081, 0.125, 0.123, 0.101, 0.091, 0.088, -0.144, -0.151, 0.055, -0.516, 0.136, 0.063, 0.129, 0.137, 0.130, 0.135, -0.138, -0.133, 0.049, -0.520, 0.114, 0.062, 0.139, 0.139, 0.138, 0.142, -0.141, -0.139, 0.061, -0.520, 0.129, 0.061, 0.138, 0.119